1.
18
Properties=species:S:1:pos:R:3 method="wB97M-V/def2-TZVPD" spin_multiplicity=1 energy_ha=-381.1492 homo_lumo_gap_ha=0.2831
C 0.018 1.333 1.124
C 1.778 -0.338 0.429
C -1.294 0.295 0.248
C 0.712 0.648 0.091
N -1.230 -1.055 0.747
N 0.309 -0.555 -2.022
C -0.054 0.465 -1.102
O -2.321 0.938 0.022
H -1.842 -1.609 0.152
H -1.646 -1.071 1.674
H 0.350 -1.472 -1.593
H -0.313 -0.585 -2.817
H -0.447 2.292 0.943
H 0.369 1.174 2.138
H -0.492 1.336 -1.571
H 1.315 -1.289 0.708
H 2.375 0.010 1.271
H 2.414 -0.516 -0.441

***

2.
18
Properties=species:S:1:pos:R:3 method="wB97M-V/def2-TZVPD" spin_multiplicity=1 energy_ha=-381.1337 homo_lumo_gap_ha=0.3493 smiles="CN=C=N.C=COC"
C -1.355 0.840 1.329
N -1.268 -0.178 0.287
C -1.853 -1.090 -0.240
N -2.101 -2.267 -0.387
H -2.323 0.563 1.956
H -0.381 0.957 1.862
H -1.614 1.729 0.696
H -2.397 -2.857 -1.181
C 0.932 1.539 -1.511
C 1.100 0.350 -0.948
O 1.534 0.168 0.365
C 1.854 -1.135 0.700
H 1.070 2.405 -0.869
H 0.651 1.877 -2.459
H 0.925 -0.627 -1.400
H 2.178 -1.131 1.784
H 2.749 -1.286 0.063
H 0.987 -1.809 0.335

***

3.
18
Properties=species:S:1:pos:R:3 method="wB97M-V/def2-TZVPD" spin_multiplicity=1 energy_ha=-381.2044 homo_lumo_gap_ha=0.3326 smiles="[H]/N=C(/C=C(/C)O)CN"
H 1.935 1.914 -1.481
N 2.043 1.235 -0.722
C 1.004 0.487 -0.593
C 0.966 -0.665 0.286
C -0.162 -0.985 0.970
C -0.571 -2.404 1.220
O -0.947 -0.075 1.630
C -0.399 0.879 -1.344
N -0.747 2.251 -1.013
H 1.823 -1.334 0.251
H -1.627 -2.562 0.978
H 0.025 -3.106 0.632
H -0.430 -2.637 2.281
H -0.492 0.782 1.634
H -1.248 0.218 -1.165
H -0.162 0.807 -2.409
H 0.055 2.868 -1.101
H -1.068 2.327 -0.052

***

4.
18
Properties=species:S:1:pos:R:3 method="wB97M-V/def2-TZVPD" spin_multiplicity=1 energy_ha=-381.2338 homo_lumo_gap_ha=0.3221 smiles="C/N=C(N)/C(C)=C/O"
C 1.334 1.260 -2.083
N 0.276 0.670 -1.283
C 0.516 0.225 -0.084
N 1.723 0.385 0.551
C -0.615 -0.515 0.565
C -0.596 -0.875 2.017
C -1.672 -0.755 -0.245
O -2.803 -1.395 0.184
H 1.624 2.242 -1.696
H 2.216 0.615 -2.152
H 0.963 1.407 -3.102
H 1.757 0.243 1.550
H 2.295 1.147 0.213
H -1.590 -0.792 2.472
H -0.255 -1.906 2.155
H 0.046 -0.228 2.621
H -1.671 -0.656 -1.325
H -3.545 -1.071 -0.356

***

5.
18
Properties=species:S:1:pos:R:3 method="wB97M-V/def2-TZVPD" spin_multiplicity=1 energy_ha=-381.1706 homo_lumo_gap_ha=0.3034
C 0.374 -1.332 -0.544
C -2.155 -0.728 0.211
C -0.671 -0.449 0.296
C 1.147 -0.090 -0.286
N 2.414 0.157 -0.057
N -0.152 2.052 0.300
C -0.047 0.836 -0.437
O -0.075 -0.383 1.515
H 2.677 1.083 0.257
H 3.093 -0.593 -0.043
H -0.059 1.822 1.289
H 0.491 2.782 0.021
H 0.705 -2.243 -0.051
H 0.155 -1.480 -1.606
H -0.329 0.954 -1.488
H -2.505 -0.788 -0.823
H -2.369 -1.670 0.720
H -2.693 0.070 0.725

***

6.
18
Properties=species:S:1:pos:R:3 method="wB97M-V/def2-TZVPD" spin_multiplicity=1 energy_ha=-381.1870 homo_lumo_gap_ha=0.3749 smiles="C=CN=C.NCC=O"
C -1.160 2.329 0.965
C -0.782 2.383 2.240
N 0.328 1.704 2.773
C 0.290 0.444 2.691
H -0.656 1.778 0.181
H -1.981 2.952 0.633
H -1.296 3.079 2.892
H 1.158 -0.120 3.018
H -0.596 -0.099 2.361
N 0.344 -0.692 -0.557
C -0.304 -1.362 -1.683
C 0.703 -1.658 -2.762
O 0.781 -2.697 -3.344
H -0.370 -0.409 0.096
H 0.959 -1.330 -0.060
H -1.027 -0.643 -2.086
H -0.863 -2.273 -1.440
H 1.382 -0.808 -2.959

***

7.
18
Properties=species:S:1:pos:R:3 method="wB97M-V/def2-TZVPD" spin_multiplicity=1 energy_ha=-381.2675 homo_lumo_gap_ha=0.3286 smiles=CCc1c[nH]cn1.O
C 3.443 -0.714 -0.090
C 2.205 -1.269 0.636
C 0.925 -0.638 0.186
C 0.349 -0.581 -1.050
N -0.792 0.169 -0.876
C -0.834 0.552 0.420
N 0.180 0.090 1.093
H 4.274 -1.410 -0.179
H 3.850 0.173 0.409
H 3.156 -0.357 -1.076
H 2.157 -2.341 0.430
H 2.273 -1.128 1.707
H 0.467 -1.115 -1.979
H -1.436 0.491 -1.580
H -1.665 1.123 0.800
O -4.567 1.988 -0.058
H -4.698 1.660 -0.953
H -5.205 2.720 0.025

***

8.
18
Properties=species:S:1:pos:R:3 method="wB97M-V/def2-TZVPD" spin_multiplicity=1 energy_ha=-381.1161 homo_lumo_gap_ha="0.2801 / 0.2801"
C 0.754 1.008 -0.060
C 1.055 -1.785 0.444
C 1.137 2.137 0.595
O 1.515 0.583 -1.139
N 0.403 -0.714 0.715
H 2.400 0.970 -1.047
H 2.136 -1.824 0.569
H 0.600 -2.621 -0.091
H 1.719 2.914 0.116
H 0.554 2.484 1.441
N -1.630 -1.702 -0.354
C -1.075 -0.590 0.374
C -1.002 0.750 -0.312
H -2.604 -1.833 -0.104
H -1.569 -1.556 -1.355
H -1.583 -0.484 1.335
H -1.265 0.750 -1.370
H -1.545 1.514 0.243

***

9.
18
Properties=species:S:1:pos:R:3 method="wB97M-V/def2-TZVPD" spin_multiplicity=2 energy_ha=-380.8964 charge=+1 homo_lumo_gap_ha="0.3770 / 0.2327"
O 1.999 0.907 -0.315
C 1.472 0.506 -1.373
C 0.025 0.354 -1.533
C -0.382 -0.515 -0.346
C -0.388 0.105 0.938
C -0.155 -0.310 2.173
N -0.610 0.462 3.222
N 0.013 -0.527 -2.711
H 2.219 0.081 -2.125
H -0.604 1.196 -1.494
H 0.270 -1.501 -0.226
H -1.396 -1.007 -0.435
H -0.855 1.187 0.978
H 0.269 -1.284 2.506
H -0.225 0.195 4.104
H -0.711 1.482 3.023
H -0.019 -0.153 -3.705
H -0.922 -1.178 -2.682

***

10.
19
Properties=species:S:1:pos:R:3 method="wB97M-V/def2-TZVPD" spin_multiplicity=1 energy_ha=-456.3474 homo_lumo_gap_ha=0.2563
C -1.553 -1.841 -1.074
C -0.737 -0.602 -1.273
O -1.287 0.518 0.590
O -0.783 0.168 -2.179
H -1.435 0.105 1.451
H -2.583 -1.599 -1.327
H -1.192 -2.611 -1.761
H -1.496 -2.210 -0.055
C 0.669 2.034 -0.137
C 0.548 0.719 0.591
C 1.238 0.459 1.745
N 0.477 -0.494 -0.338
N 1.273 -1.422 -0.301
H 1.996 -1.130 0.398
H -0.103 2.143 -0.890
H 1.649 2.117 -0.613
H 0.561 2.835 0.593
H 1.107 -0.474 2.281
H 1.652 1.286 2.300